(P)
{"formula": "H11O5S", "method": "ωB97M-V/def2-TZVPD", "multiplicity": 1, "charge": -1, "homo_ev": -4.17, "homo_lumo_gap_ev": 7.70, "species": ["S", "H", "H", "H", "O", "H", "H", "O", "H", "H", "O", "H", "H", "O", "H", "H", "O"], "coordinates": [[1.448, -0.651, -1.585], [2.741, -0.771, -1.917], [1.707, 0.154, 2.338], [2.431, 0.289, 1.039], [2.617, 0.187, 1.989], [-0.240, 0.998, 1.027], [-0.657, -0.413, 1.099], [-0.843, 0.427, 1.534], [0.866, 1.240, -0.939], [0.327, 2.667, -1.128], [0.441, 1.999, -0.446], [-1.364, -2.663, 1.441], [-2.674, -2.325, 0.698], [-2.294, -2.458, 1.581], [-1.181, 0.740, -1.611], [-1.424, 0.032, -2.890], [-1.902, 0.550, -2.230]]}

=====

(Q)
{"formula": "H11O5S", "method": "ωB97M-V/def2-TZVPD", "multiplicity": 1, "charge": -1, "homo_ev": -3.83, "homo_lumo_gap_ev": 7.43, "species": ["S", "H", "H", "H", "O", "H", "H", "O", "H", "H", "O", "H", "H", "O", "H", "H", "O"], "coordinates": [[-1.424, 0.170, 0.244], [-1.851, 1.350, 0.693], [-0.321, -2.846, 1.269], [-0.188, -3.214, -0.221], [-0.432, -3.553, 0.628], [2.342, -0.465, 0.672], [0.851, -0.399, 0.690], [1.569, -1.065, 0.573], [-0.378, -0.681, -1.842], [-0.283, -0.360, -3.271], [0.233, -0.280, -2.494], [0.959, 1.966, 1.268], [0.947, 2.078, 2.764], [1.336, 1.584, 2.046], [0.549, 2.292, -1.705], [-0.641, 2.098, -0.782], [-0.113, 2.775, -1.256]]}

=====

Most stable structure among those shown: (P).